Below is a 2-piece molecular cluster, C26H42O10PS2 overall at a distorted geometry, with properties calculated with ωB97M-V/def2-TZVPD.

For the total energy, the calculation gives -2906.0546 Ha. The value obtained for the LUMO energy is 2.2 eV. Its net charge is -1. The calculation puts the highest occupied orbital energy at -5.16 eV. The calculation puts the molecular weight at 609.72 g mol⁻¹.

Bonds (Å) are listed after each position.
Element x y z (Å)
1 C 6.41202 -2.44160 2.78598  C2 1.566, H34 1.094, H35 1.097, H36 1.094
2 C 5.50692 -1.36442 2.09867  C1 1.566, C3 1.553, H37 1.090, H38 1.095
3 C 4.85519 -1.94939 0.81575  C2 1.553, C4 1.540, H39 1.103, H40 1.096
4 C 4.80682 -0.95810 -0.36174  C3 1.540, C5 1.540, H41 1.099, H42 1.102
5 C 3.80061 0.19682 -0.20559  C4 1.540, C6 1.547, H43 1.092, H44 1.097
6 C 2.35311 -0.34177 -0.29128  C5 1.547, C7 1.543, H45 1.098, H46 1.095
7 C 1.25345 0.65684 0.12508  C6 1.543, C8 1.575, C11 1.568, S31 1.855
8 C 1.70255 2.16023 0.26527  C7 1.575, O9 1.250, O10 1.254
9 O 2.33771 2.72412 -0.65154  C8 1.250
10 O 1.33710 2.73234 1.32006  C8 1.254
11 C 0.60999 0.23894 1.49235  C7 1.568, S12 1.809, C16 1.552, H47 1.090
12 S 1.79747 -0.05527 2.82461  C11 1.809, C13 1.809, O14 1.431, O15 1.449
13 C 0.82356 0.20839 4.32601  S12 1.809, H48 1.091, H49 1.090, H50 1.099
14 O 2.89198 0.86488 2.88426  S12 1.431
15 O 2.21941 -1.44120 2.86353  S12 1.449
16 C -0.19932 -1.06428 1.25550  C11 1.552, C17 1.550, H51 1.097, H52 1.094
17 C -1.55823 -0.78217 0.56520  C16 1.550, C18 1.584, P25 1.881, O30 1.427
18 C -2.59250 -0.44833 1.71790  C17 1.584, C19 1.522, H53 1.097, H54 1.095
19 C -3.28064 0.89985 1.55899  C18 1.522, C20 1.380, C24 1.388
20 C -2.69435 2.12259 1.81638  C19 1.380, C21 1.379, H55 1.089
21 C -3.39969 3.29962 1.68149  C20 1.379, C22 1.377, H56 1.086
22 C -4.71957 3.27919 1.28863  C21 1.377, C23 1.384, H57 1.086
23 C -5.32448 2.06371 1.02002  C22 1.384, C24 1.376, H58 1.087
24 C -4.60810 0.89670 1.15498  C19 1.388, C23 1.376, H59 1.089
25 P -2.22564 -2.34385 -0.24419  C17 1.881, C26 1.877, C28 1.851
26 C -2.45409 -3.62423 1.10886  P25 1.877, C27 1.553, H60 1.093, H61 1.102
27 C -3.52918 -4.68173 0.73802  C26 1.553, H62 1.091, H63 1.094, H64 1.094
28 C -0.97361 -3.09998 -1.37780  P25 1.851, C29 1.557, H65 1.098, H66 1.094
29 C -1.27513 -4.58922 -1.71851  C28 1.557, H67 1.092, H68 1.095, H69 1.094
30 O -1.56320 0.36003 -0.29007  C17 1.427, S31 1.617
31 S -0.17551 0.67434 -1.05760  C7 1.855, O30 1.617, O32 1.426, O33 1.440
32 O -0.32821 2.00044 -1.55963  S31 1.426
33 O 0.02096 -0.25034 -2.14416  S31 1.440
34 H 7.45985 -2.18596 2.60358  C1 1.094
35 H 6.20613 -2.43502 3.86333  C1 1.097
36 H 6.17563 -3.45214 2.43982  C1 1.094
37 H 4.77020 -1.06583 2.84383  C2 1.090
38 H 6.10103 -0.50174 1.77889  C2 1.095
39 H 5.51781 -2.77284 0.50072  C3 1.103
40 H 3.89478 -2.42045 1.05201  C3 1.096
41 H 5.82929 -0.57809 -0.49600  C4 1.099
42 H 4.58781 -1.54173 -1.27030  C4 1.102
43 H 4.00050 0.84010 0.65369  C5 1.092
44 H 3.94012 0.82885 -1.09138  C5 1.097
45 H 2.30546 -1.22491 0.35918  C6 1.098
46 H 2.22453 -0.73678 -1.30493  C6 1.095
47 H -0.10002 0.99418 1.82875  C11 1.090
48 H 0.22325 -0.66554 4.58430  C13 1.091
49 H 1.47505 0.55452 5.12844  C13 1.090
50 H 0.14458 1.04219 4.09750  C13 1.099
51 H -0.38288 -1.51675 2.23730  C16 1.097
52 H 0.34256 -1.81850 0.67798  C16 1.094
53 H -2.11101 -0.45700 2.70346  C18 1.097
54 H -3.39262 -1.19446 1.76640  C18 1.095
55 H -1.66204 2.18863 2.15656  C20 1.089
56 H -2.92540 4.25461 1.88714  C21 1.086
57 H -5.30751 4.18813 1.19989  C22 1.086
58 H -6.37278 2.05934 0.73151  C23 1.087
59 H -5.10344 -0.05258 0.95617  C24 1.089
60 H -2.62865 -3.15615 2.08146  C26 1.093
61 H -1.47615 -4.12366 1.20113  C26 1.102
62 H -4.45189 -4.47428 1.28221  C27 1.091
63 H -3.69169 -4.62726 -0.34270  C27 1.094
64 H -3.12202 -5.67245 0.95846  C27 1.094
65 H 0.07089 -3.02550 -1.04778  C28 1.098
66 H -1.05733 -2.55885 -2.32479  C28 1.094
67 H -1.25408 -5.20414 -0.81657  C29 1.092
68 H -0.48894 -4.89344 -2.41780  C29 1.095
69 H -2.22519 -4.65152 -2.25819  C29 1.094
70 C -2.86376 5.40419 -7.07330  O71 1.422, H76 1.088, H77 1.090, H78 1.090
71 O -2.04406 5.63604 -5.93430  C70 1.422, C72 1.346
72 C -1.61175 4.51131 -5.33401  O71 1.346, O73 1.204, O74 1.320
73 O -1.87001 3.39159 -5.69418  C72 1.204
74 O -0.86792 4.85808 -4.29986  C72 1.320, C75 1.447
75 C -0.32494 3.75114 -3.54203  O74 1.447, H79 1.089, H80 1.079, H81 1.085
76 H -3.14737 6.37796 -7.46707  C70 1.088
77 H -2.31395 4.86016 -7.84094  C70 1.090
78 H -3.76602 4.85975 -6.79592  C70 1.090
79 H 0.32668 3.14635 -4.17018  C75 1.089
80 H -1.12042 3.15019 -3.12854  C75 1.079
81 H 0.26030 4.16713 -2.72842  C75 1.085